No. 1
Molecular formula: C3H4N2O
Method: DFT, ωB97M-V/def2-TZVPD

Output
Lowest unoccupied orbital energy = 0.654 eV
SMILES = Oc1cnc[nH]1
Relative energy (zero: lowest compared OMol25 entry of this formula, charge and spin) = 0.8074 eV
HOMO-LUMO gap = 8.9 eV

Structure (ORCA input):
```
! RIJCOSX wB97M-V def2-TZVPD def2/J DEFGRID3
* xyz 0 1
O 0.22804 1.69258 1.07746
C 0.16954 0.61979 0.25075
C 0.25309 0.36966 -1.09802
N -0.17059 -0.91640 -1.34862
C -0.44166 -1.44252 -0.19080
N -0.22803 -0.55492 0.82958
H 0.53492 2.47497 0.60802
H 0.71767 0.91856 -1.90456
H -0.66529 -2.48660 -0.04003
H -0.39768 -0.67513 1.81621
*
```

=====

No. 2
Molecular formula: C9H18OSi2
Method: DFT, ωB97M-V/def2-TZVPD

Output
Lowest unoccupied orbital energy (spin up / spin down) = 0.790 / 0.823 eV
Relative energy (zero: lowest compared OMol25 entry of this formula, charge and spin) = 4.8495 eV
HOMO-LUMO gap (spin up / spin down) = 7.8 / 7.7 eV

Structure (ORCA input):
```
! RIJCOSX wB97M-V def2-TZVPD def2/J DEFGRID3
* xyz 0 1
C -3.34877 0.52486 -0.67112
C -2.98570 0.60706 0.59365
C -3.27705 -0.95754 -1.22945
C 1.85770 1.87472 1.05008
C 0.93870 2.16365 -0.20465
C 2.94044 1.00224 0.57031
C 0.44554 0.85057 -0.70016
C -2.05962 -1.56150 -0.51220
C 2.44401 -0.23162 -0.11963
O 1.22086 -0.24628 -0.66494
Si -2.31112 -0.95795 1.27585
Si 3.16048 -1.97175 -0.14087
H -3.70657 1.29671 -1.41290
H -3.06634 1.49314 1.21183
H -4.22173 -1.57778 -0.96480
H -3.07710 -0.93950 -2.38132
H 2.38961 2.70717 1.44648
H 1.21919 1.35474 1.81368
H 0.14739 2.81948 0.09445
H 1.59852 2.69327 -0.88628
H 3.61190 1.60042 -0.12856
H 3.62095 0.77259 1.40432
H -0.91213 -1.02237 1.86967
H -0.49844 0.71756 -1.25126
H -2.04376 -2.62018 -0.51148
H -1.09419 -1.31970 -0.91952
H -3.01394 -2.10144 2.09140
H 2.02278 -2.88214 -0.39572
H 3.95207 -2.24092 0.95734
H 4.04634 -1.84752 -1.28420
*
```

=====

No. 3
Molecular formula: C5H9NO3
Method: DFT, ωB97M-V/def2-TZVPD

Output
Lowest unoccupied orbital energy = 0.528 eV
SMILES = COC(=O)O.CC=C=N
Relative energy (zero: lowest compared OMol25 entry of this formula, charge and spin) = 3.9510 eV
HOMO-LUMO gap = 9.0 eV

Structure (ORCA input):
```
! RIJCOSX wB97M-V def2-TZVPD def2/J DEFGRID3
* xyz 0 1
C 0.46136 -1.72218 1.14347
O 0.31618 -1.54507 -0.24991
C 1.09293 -0.81508 -1.12958
O 2.13900 -0.32934 -0.74443
O 1.00478 -1.44567 -2.33277
H 0.53564 -2.80626 1.26203
H 1.22610 -1.20818 1.72441
H -0.53689 -1.38407 1.46035
H 1.85729 -1.36226 -2.78347
C -2.15873 1.10864 0.39893
C -0.88802 1.14350 -0.43166
C 0.19181 1.68183 0.14906
N 1.20500 2.22887 0.49056
H -2.97777 1.62232 -0.10305
H -2.46439 0.09674 0.66161
H -2.01907 1.60952 1.35708
H -1.06908 1.39182 -1.47064
H 2.08385 1.73487 0.59799
*
```

=====

No. 4
Molecular formula: C5H16N2S
Method: DFT, ωB97M-V/def2-TZVPD

Output
Lowest unoccupied orbital energy (spin up / spin down) = 3.850 / 3.746 eV
Relative energy (zero: lowest compared OMol25 entry of this formula, charge and spin) = 1.3317 eV
HOMO-LUMO gap (spin up / spin down) = 6.4 / 6.7 eV

Structure (ORCA input):
```
! RIJCOSX wB97M-V def2-TZVPD def2/J DEFGRID3
* xyz -1 2
C 2.45180 2.54519 0.22746
C 2.34117 1.09773 0.73603
C 2.36009 0.06239 -0.46421
S 1.07231 0.10403 -1.52357
H 3.38865 2.68615 -0.34535
H 2.54389 3.28319 1.05232
H 1.58884 2.72922 -0.54972
H 3.19698 0.92094 1.40443
H 1.40579 0.96579 1.28735
H 2.54903 -0.94053 -0.04466
H 3.30875 0.29260 -0.98895
C -1.55415 -1.15701 1.07142
N -1.94147 -2.28335 2.03082
C -2.83957 -0.74218 0.31724
N -2.82874 0.01781 -0.96634
H -0.74584 -1.37739 0.33673
H -1.16037 -0.28687 1.62016
H -2.69853 -2.86998 1.62568
H -1.16374 -2.87279 2.33669
H -3.55813 -0.11002 0.90915
H -3.32179 -1.67072 0.00287
H -1.95692 -0.24006 -1.39073
H -3.17152 0.92720 -0.79825
H -0.52662 1.92089 -0.85957
*
```

=====

No. 5
Molecular formula: C34H71NO11
Method: DFT, ωB97M-V/def2-TZVPD

Output
Lowest unoccupied orbital energy = -0.220 eV
SMILES = CCCOc1ccc(CCO)c2c1C(=O)NC2=O.CC(C)O.CC(C)O.CC(C)O.CC(C)O.CC(C)O.CC(C)O.CC(C)O
HOMO-LUMO gap = 8.4 eV

Structure (ORCA input):
```
! RIJCOSX wB97M-V def2-TZVPD def2/J DEFGRID3
* xyz 0 1
C -6.46278 1.33520 -3.08035
C -7.32063 0.67673 -4.22927
C -6.95086 -0.80820 -4.56151
O -6.99512 -1.70814 -3.43792
C -5.77862 -1.83800 -2.79946
C -4.51230 -2.19902 -3.42693
C -3.27823 -2.30421 -2.63204
C -3.23770 -2.06100 -1.17768
C -1.93936 -2.12348 -0.30922
C -0.69106 -1.75680 -1.21861
O -0.89399 -0.48259 -1.86071
C -4.51390 -1.74562 -0.55295
C -5.74652 -1.63626 -1.34304
C -6.92367 -1.25766 -0.39691
O -8.05923 -1.07047 -0.73221
N -6.29793 -1.16382 0.88522
C -4.89735 -1.46984 0.92671
O -4.26140 -1.52052 1.94153
H -5.43440 0.87711 -3.07567
H -6.93264 1.05144 -2.09561
H -6.36121 2.44957 -3.17325
H -8.40562 0.84925 -4.01100
H -7.10483 1.27124 -5.16759
H -7.73290 -1.17762 -5.28684
H -5.98498 -0.82987 -5.13392
H -4.45862 -2.37221 -4.52257
H -2.31601 -2.55655 -3.14017
H -2.03830 -1.31488 0.46961
H -1.81629 -3.11601 0.19618
H -0.60319 -2.56366 -1.99872
H 0.24024 -1.70036 -0.59781
H -0.85584 -0.60962 -2.82312
H -6.60014 -0.26586 1.27123
C 1.14430 -1.14344 3.96467
C 1.14552 -1.79994 2.59440
C 2.54071 -2.25150 2.19817
O 0.65397 -0.87841 1.62148
H 1.78193 -0.25320 3.97069
H 0.13756 -0.81375 4.23119
H 1.49992 -1.83256 4.73178
H 0.46825 -2.65770 2.59818
H 3.22663 -1.40029 2.14325
H 2.52620 -2.71132 1.20776
H 2.93981 -2.97437 2.91372
H 1.24386 -0.11464 1.60760
C -0.33726 -4.36034 8.26130
C -0.10609 -3.13191 7.39496
C -1.38252 -2.32110 7.23300
O 0.36675 -3.53682 6.11071
H -1.08060 -5.02232 7.80689
H 0.58397 -4.93847 8.36038
H -0.68331 -4.08100 9.25881
H 0.67100 -2.50811 7.84248
H -2.16098 -2.91439 6.74395
H -1.20478 -1.44861 6.60075
H -1.75980 -1.98083 8.19981
H -0.31206 -4.08941 5.70438
C 5.76291 -0.27869 5.91656
C 5.76408 -0.93193 4.54329
C 7.16037 -1.38744 4.14865
O 5.27391 -0.00549 3.57497
H 6.40277 0.60905 5.92560
H 4.75682 0.05267 6.18237
H 6.11681 -0.97079 6.68373
H 5.08493 -1.78749 4.54323
H 7.84727 -0.53707 4.09814
H 7.14826 -1.84478 3.15699
H 7.55604 -2.11270 4.86296
H 5.86597 0.75628 3.56526
C -7.32650 5.93211 -2.44028
C -5.82217 5.76006 -2.58434
C -5.06643 6.87222 -1.87388
O -5.47497 5.75711 -3.96830
H -7.65454 6.87587 -2.88654
H -7.85560 5.13293 -2.96401
H -7.62709 5.92023 -1.39031
H -5.52277 4.79290 -2.17412
H -5.31801 7.84783 -2.30094
H -3.98912 6.74131 -1.99503
H -5.29846 6.88876 -0.80674
H -5.73553 6.60784 -4.34128
C 2.26082 -4.96957 -0.58340
C 2.25937 -5.62538 -1.95518
C 3.65522 -6.07905 -2.35321
O 1.76488 -4.70063 -2.92402
H 2.89862 -4.08069 -0.57824
H 1.25450 -4.63881 -0.31532
H 2.61805 -5.65931 0.18458
H 1.58204 -6.48215 -1.95188
H 4.34036 -5.22753 -2.40712
H 3.64099 -6.53797 -3.34400
H 4.05434 -6.80246 -1.63887
H 2.35689 -3.93854 -2.93541
C 2.25190 1.14074 -1.93277
C 3.05680 2.11868 -2.77433
C 2.26742 3.38693 -3.05553
O 3.41815 1.49867 -4.00961
H 1.33890 0.83794 -2.45222
H 2.82722 0.23019 -1.74743
H 1.97532 1.58079 -0.97223
H 3.98537 2.37156 -2.25613
H 1.35338 3.16223 -3.61458
H 2.85228 4.07415 -3.66807
H 1.99235 3.89372 -2.12845
H 2.60473 1.27157 -4.47570
C 7.19293 5.92081 -3.49958
C 6.11996 5.76057 -2.43366
C 6.62817 4.94298 -1.25608
O 4.97814 5.12024 -2.99980
H 7.49716 4.94682 -3.89460
H 6.81159 6.50007 -4.34302
H 8.07526 6.42545 -3.09965
H 5.79818 6.74465 -2.08592
H 6.91339 3.93602 -1.57596
H 5.84491 4.82700 -0.50367
H 7.49363 5.41824 -0.78900
H 5.25019 4.24748 -3.31159
*
```

=====

Number 1: electronic energy -301.45756 a.u.. Number 2: electronic energy -1007.74100 a.u.. Number 3: electronic energy -476.29897 a.u.. Number 4: electronic energy -707.68390 a.u.. Number 5: electronic energy -2220.40760 a.u..